19
Properties=species:S:1:pos:R:3:forces:R:3:nbo_charge:R:1 method="wB97M-V/def2-TZVPD" homo_ev=-8.7 spin_multiplicity=1 e_above_lowest_kcal_mol=59.8 total_energy_ev=-30079.638 orbital_gap_ev=9.33 smiles=CSSC.O.O.O
C 1.90789 1.75935 -0.72396 -1.3 1.0 1.2 -0.81
S 2.82412 0.53454 -1.62084 1.3 0.7 -1.3 0.13
S 3.33857 -1.04975 -0.56397 -1.7 -1.5 2.1 0.04
C 5.01554 -1.13126 0.19363 0.0 5.0 -5.6 -0.74
H 2.29935 2.79649 -0.75780 -0.1 -0.5 -1.2 0.24
H 0.84388 1.66167 -1.10016 1.2 0.5 0.8 0.24
H 1.97071 1.70440 0.36863 -0.4 -1.0 -0.1 0.24
H 5.19804 -1.91311 0.74717 0.2 -4.9 2.4 0.22
H 5.41101 -1.19070 -0.86752 1.3 -0.1 1.9 0.23
H 5.45503 -0.32311 0.76512 -0.5 0.8 -0.3 0.22
O -4.35594 -1.80149 -0.61414 -0.3 0.2 0.1 -0.94
H -3.90897 -2.27544 0.09058 0.1 0.0 0.1 0.47
H -4.95019 -1.19310 -0.15296 0.2 -0.2 -0.1 0.47
O -0.70784 -1.03710 0.60064 1.1 -1.5 -1.1 -0.95
H 0.06306 -0.97837 1.19778 -0.5 -0.1 -0.5 0.47
H -0.41527 -1.70993 -0.10080 -0.6 1.5 1.6 0.48
O -6.86207 1.82614 0.86188 -3.5 -0.1 4.1 -0.97
H -6.80929 2.54645 1.52845 0.7 -0.7 -1.6 0.49
H -6.31762 1.77432 0.14828 2.7 0.8 -2.6 0.48

18
Properties=species:S:1:pos:R:3:forces:R:3:nbo_charge:R:1 method="wB97M-V/def2-TZVPD" homo_ev=-10.2 spin_multiplicity=1 e_above_lowest_kcal_mol=45.3 total_energy_ev=-10457.032 orbital_gap_ev=10.59 smiles="C=C.O.O.O.O"
C 1.50135 1.01584 0.73654 -0.8 0.3 0.3 -0.38
C 2.78623 0.95390 0.44512 -0.4 0.5 0.1 -0.39
H 1.14766 1.14488 1.75581 0.2 -0.2 0.1 0.19
H 0.68174 1.05685 0.02725 0.4 -0.2 -0.3 0.19
H 3.47252 1.06918 1.27094 0.4 -0.3 -0.2 0.20
H 3.11848 0.96571 -0.58389 0.3 -0.2 0.1 0.20
O -1.24149 1.14908 -1.66656 -1.4 0.4 -2.1 -1.06
H -1.55791 1.76953 -1.02348 0.8 -0.2 0.6 0.52
H -0.65529 0.40297 -1.80705 0.8 0.2 1.2 0.54
O -2.08557 0.69184 1.01018 0.2 0.1 0.6 -0.97
H -1.61414 0.56839 0.17513 -0.3 -0.5 0.0 0.48
H -2.70646 -0.03378 1.13614 0.1 0.1 -0.3 0.48
O -0.47071 -2.00208 0.82722 -0.1 -0.2 0.0 -0.97
H -0.57925 -1.23781 1.40350 0.1 0.1 0.0 0.49
H -0.04380 -2.67956 1.35726 0.0 0.0 0.1 0.48
O -0.39187 -1.40089 -1.96010 -0.2 0.1 -0.4 -0.95
H -0.08592 -2.18528 -1.49645 0.1 0.2 0.2 0.50
H -1.27559 -1.24877 -1.60759 -0.1 -0.4 0.0 0.48

18
Properties=species:S:1:pos:R:3:forces:R:3:lowdin_spin:R:1 method="wB97M-V/def2-TZVPD" homo_ev="-14.2 / -14.1" spin_multiplicity=2 e_above_lowest_kcal_mol=33.9 total_energy_ev=-10447.322 total_charge=+1 orbital_gap_ev="10.33 / 3.75"
C 1.90351 -0.73256 0.37422 -1.4 0.7 -1.1 0.12
O 0.61095 -1.25046 0.09295 1.1 -0.5 0.1 0.64
C 1.54726 0.43983 1.36165 -1.3 0.2 0.3 0.15
H 2.53182 -1.45000 0.89733 0.0 -0.3 0.0 0.04
H 2.22337 -0.31901 -0.56588 1.0 -0.2 -0.2 0.00
H 0.49543 -1.21064 -0.89318 -0.3 0.3 0.1 0.01
H 1.72264 0.11030 2.37715 0.2 0.2 0.1 0.01
H 2.00951 1.36032 1.01633 0.7 -0.2 0.0 0.02
H 0.48294 0.67015 1.25508 -0.1 -0.1 0.2 0.00
H 0.62392 1.27564 -3.12263 -0.1 0.0 -0.1 0.00
H 0.68033 1.41851 -1.58683 -0.1 0.6 -0.2 0.00
O 0.55083 0.78715 -2.29714 0.2 -0.7 0.7 0.00
H -2.88432 -1.04177 0.81656 -0.2 -0.2 0.0 0.00
H -2.75304 -0.24745 2.08342 -0.2 0.1 0.2 0.00
O -3.39301 -0.47223 1.40043 0.2 -0.2 0.1 0.00
H -2.85718 -0.15125 -1.05213 0.5 0.0 0.0 0.00
H -1.29406 0.26108 -1.04163 -0.2 -0.5 -0.3 0.00
O -2.20090 0.55239 -1.11569 -0.3 0.7 -0.1 0.01

19
Properties=species:S:1:pos:R:3:forces:R:3:nbo_charge:R:1 method="wB97M-V/def2-TZVPD" homo_ev=-9.9 spin_multiplicity=1 e_above_lowest_kcal_mol=20.8 total_energy_ev=-12505.279 orbital_gap_ev=10.19 smiles="C=CO.O.O.O.O"
C 2.77199 2.48043 1.95463 -0.1 -0.4 0.0 -0.47
C 2.69280 1.18648 1.69513 -0.6 0.1 -0.4 0.12
O 1.56094 0.75086 1.00585 0.1 -0.2 -0.1 -0.74
H 3.53490 2.95134 2.55058 0.1 -0.1 0.0 0.22
H 1.96293 3.06999 1.54926 0.1 0.3 0.1 0.21
H 3.35622 0.38158 1.97733 0.3 0.2 0.2 0.18
H 1.80402 0.11343 0.32346 0.1 0.0 0.2 0.48
O -1.75000 -3.93674 -0.32700 -0.3 -0.4 0.4 -0.98
H -0.91623 -3.97558 -0.80036 -0.1 0.3 -0.1 0.47
H -2.14021 -3.05253 -0.42378 0.6 0.0 -0.3 0.49
O 0.14953 0.55649 -3.76152 -0.4 0.0 -0.1 -0.94
H -0.20868 0.98304 -2.97617 0.0 0.0 0.0 0.47
H -0.64089 0.29975 -4.26159 0.3 0.0 0.2 0.47
O -2.68043 -1.27759 -0.89014 -0.2 0.0 -0.1 -0.98
H -3.56830 -1.54356 -0.61620 0.1 0.3 0.0 0.47
H -2.42069 -0.52769 -0.32179 -0.1 -0.3 0.1 0.51
O -1.53204 0.31617 1.09710 0.6 0.3 -0.1 -0.96
H -1.34706 1.26113 1.20428 -0.3 -0.2 0.0 0.48
H -0.62879 -0.03700 1.02094 -0.3 0.0 0.2 0.49

23
Properties=species:S:1:pos:R:3:forces:R:3:mulliken_charge:R:1 method="wB97M-V/def2-TZVPD" homo_ev=-13.7 spin_multiplicity=1 e_above_lowest_kcal_mol=25.2 total_energy_ev=-19254.050 total_charge=+1 orbital_gap_ev=4.83
Hf 1.92882 1.27854 -1.42444 -5.5 -2.4 9.1 1.84
F 3.16237 0.13462 -0.08662 -2.4 3.3 -3.7 -0.49
F 0.44124 -0.08575 -0.57098 3.0 2.3 -2.9 -0.10
C -1.16772 2.13908 1.49206 0.0 -1.4 -1.4 -0.66
C -0.14472 3.02547 0.76894 0.1 0.1 2.5 -0.17
O 0.37442 2.62766 -0.48402 4.1 -2.7 -3.2 -0.52
H -1.42917 2.49782 2.48479 0.1 0.5 -0.2 0.40
H -0.80588 1.11727 1.62541 0.3 0.1 0.1 -0.05
H -2.06147 2.00460 0.88062 -0.2 0.3 0.2 0.31
H 0.70229 3.08771 1.45883 0.1 0.2 -0.1 0.23
H -0.60857 4.01412 0.76824 0.4 0.2 -1.0 0.27
O 0.62808 -1.17037 1.95197 0.0 0.1 -0.1 -0.60
H 0.65131 -0.80215 1.06203 0.0 0.1 0.4 0.22
H -0.28750 -1.07692 2.23370 -0.1 -0.2 0.1 0.37
O 1.79015 -2.75613 -0.62350 -0.1 0.0 -0.3 -0.56
H 2.23288 -2.24796 -1.30644 0.3 -0.1 0.0 0.26
H 1.12340 -2.16249 -0.26880 -0.1 -0.2 0.3 0.30
O -0.73811 -2.18309 -3.03078 0.0 0.3 -0.2 -0.55
H -0.40529 -2.78104 -3.70778 -0.1 -0.1 0.0 0.32
H 0.04951 -1.81332 -2.62645 0.0 -0.3 0.3 0.23
O -2.18135 -1.49358 -0.15381 0.0 0.1 0.2 -0.62
H -1.37816 -0.97848 -0.05437 0.0 0.0 -0.1 0.23
H -1.87654 -2.37559 -0.38860 -0.1 -0.1 -0.1 0.34

20
Properties=species:S:1:pos:R:3:forces:R:3:nbo_charge:R:1 method="wB97M-V/def2-TZVPD" homo_ev=-7.8 spin_multiplicity=1 e_above_lowest_kcal_mol=11.5 total_energy_ev=-9733.245 orbital_gap_ev=8.83
C -0.97069 -0.22383 0.24038 0.7 -1.1 -0.6 0.44
C -1.14613 0.25944 -1.20278 -0.2 -0.2 0.2 -0.64
N -2.13746 -0.92164 0.75985 -0.5 0.2 0.2 -0.87
N -0.50844 0.82653 1.04900 1.5 0.3 0.1 -0.96
N 0.16754 -1.35386 0.13850 -0.5 0.5 0.0 -0.88
H -2.56808 -0.41202 1.52332 0.2 0.1 -0.1 0.37
H -2.87206 -1.05368 0.07265 0.2 0.0 -0.1 0.36
H 0.77154 0.89008 0.84054 -1.7 0.0 0.4 0.41
H -0.61935 0.57197 2.02812 0.0 0.0 0.0 0.33
H -0.00085 -2.00062 -0.62676 -0.1 0.0 0.0 0.37
H 0.11699 -1.89343 0.99877 -0.2 0.0 -0.1 0.38
H -0.19904 0.61544 -1.60686 0.0 0.0 0.0 0.21
H -1.85819 1.08259 -1.20939 0.0 0.0 0.0 0.23
H -1.52533 -0.54063 -1.84159 0.0 0.0 -0.1 0.19
N 2.01639 0.45582 0.44106 -0.4 -0.9 -0.5 -0.75
N 2.61867 1.09502 -0.71314 -0.1 -0.1 0.1 -0.67
H 2.43169 2.09276 -0.65057 -0.1 -0.1 0.0 0.34
H 2.75908 0.28969 1.11376 -0.1 -0.1 -0.1 0.36
H 1.38718 -0.54806 0.19044 1.1 1.4 0.2 0.43
H 2.13653 0.76842 -1.54530 0.1 0.0 0.1 0.34